[1]
This record from the Open Molecules 2025 dataset describes C2H5N5O in the gas phase. The level of theory is ωB97M-V/def2-TZVPD.

ORCA input file:
```
! wB97M-V def2-TZVPD RIJCOSX def2/J DEFGRID3
* xyz 0 1
O -0.338 -1.579 -0.485
N -0.461 2.107 -0.206
N -1.669 -1.070 0.185
N 1.360 -0.385 0.623
N 0.312 -0.275 -0.295
N -1.956 0.132 0.353
C -0.662 0.833 -0.117
C 2.542 0.118 -0.053
H 2.566 1.391 -0.214
H -1.426 2.450 -0.229
H 3.288 -0.547 0.725
H 1.024 0.458 1.132
H 2.870 -0.396 -1.132
*
```

Summary:
Calculated total energy (eV): -11644.489
ΔE to the lowest compared entry with this formula, charge and spin (eV): 8.056
Gap between HOMO and LUMO (eV): 9.0
Maximum force (eV/A): 6.89
LUMO level (eV): -0.59
SMILES string: [H]/N=c1\nnon1NC
Highest occupied orbital energy (eV): -9.6



[2]
This record from the Open Molecules 2025 dataset describes a 4-piece molecular cluster, C2H5N5O overall. The level of theory is ωB97M-V/def2-TZVPD.

ORCA input file:
```
! wB97M-V def2-TZVPD RIJCOSX def2/J DEFGRID3
* xyz 0 1
O -1.320 1.652 0.983
N -1.086 -0.301 -0.434
N 0.853 0.577 0.901
N -2.426 1.183 0.448
N -2.216 0.199 -0.498
N 1.749 -0.362 0.575
C -0.322 0.745 0.553
C 1.398 -1.300 -0.573
H 1.148 -2.721 -0.057
H -3.209 1.922 0.082
H 2.835 -1.021 -1.187
H 2.585 0.117 0.416
H 0.010 -0.690 -1.208
*
```

Summary:
Calculated total energy (eV): -11640.833
ΔE to the lowest compared entry with this formula, charge and spin (eV): 11.712
Gap between HOMO and LUMO (eV): 7.8
Maximum force (eV/A): 6.39
LUMO level (eV): -0.22
Highest occupied orbital energy (eV): -8.0



[3]
This record from the Open Molecules 2025 dataset describes C2H5N5O in the gas phase. The level of theory is ωB97M-V/def2-TZVPD.

ORCA input file:
```
! wB97M-V def2-TZVPD RIJCOSX def2/J DEFGRID3
* xyz 0 1
O 2.388 0.453 0.043
N -0.770 0.017 -0.119
N 1.240 -1.550 -0.186
N 0.536 1.903 0.061
N 0.490 -0.347 0.576
N -1.901 -0.700 0.111
C 1.270 0.681 0.022
C -0.670 1.415 -0.082
H 2.007 -1.052 -0.693
H 1.741 -2.070 0.504
H -2.184 -0.543 -0.915
H -2.591 -0.194 0.698
H -1.556 1.986 -0.020
*
```

Summary:
Calculated total energy (eV): -11648.054
ΔE to the lowest compared entry with this formula, charge and spin (eV): 4.491
Gap between HOMO and LUMO (eV): 9.8
Maximum force (eV/A): 7.93
LUMO level (eV): 0.26
SMILES string: Nn1cnc(=O)n1N
Highest occupied orbital energy (eV): -9.6



[4]
This record from the Open Molecules 2025 dataset describes an isolated ion of composition C2H5N6O and charge +1. The level of theory is ωB97M-V/def2-TZVPD.

ORCA input file:
```
! wB97M-V def2-TZVPD RIJCOSX def2/J DEFGRID3
* xyz 1 1
O 1.460 -0.045 -0.470
N -0.503 0.844 -0.496
N 0.662 0.386 -2.511
N -2.475 0.928 0.919
N -1.558 1.546 -0.961
N -2.507 1.682 -0.164
N -1.220 -0.368 2.491
C -1.664 0.344 1.531
C 0.516 0.441 -1.193
H 1.494 0.236 0.428
H 1.487 -0.082 -2.779
H -0.234 0.761 -3.001
H -0.483 -1.032 2.269
H -1.356 -0.052 3.464
*
```

Summary:
Calculated total energy (eV): -13132.296
ΔE to the lowest compared entry with this formula, charge and spin (eV): 1.807
Gap between HOMO and LUMO (eV): 9.4
Maximum force (eV/A): 4.07
LUMO level (eV): -4.61
SMILES string: NC#[N+]/N=N\N=C(/N)O
Highest occupied orbital energy (eV): -14.0



[5]
This record from the Open Molecules 2025 dataset describes C2H5N7O3 as an isolated structure. The level of theory is ωB97M-V/def2-TZVPD.

ORCA input file:
```
! wB97M-V def2-TZVPD RIJCOSX def2/J DEFGRID3
* xyz 0 1
O -1.865 2.166 -0.625
O 2.131 -1.427 0.870
O 3.776 -1.406 -0.520
N -2.301 -0.401 -0.242
N -0.908 1.930 0.097
N -0.418 -1.471 0.699
N -0.338 0.838 0.511
N 2.656 -1.186 -0.259
N 1.874 -0.622 -1.090
N -0.143 4.035 1.072
C -0.323 3.000 0.621
C -0.992 -0.400 0.243
H -2.727 0.381 -0.620
H -0.930 -2.381 0.562
H 2.362 -0.373 -1.920
H -2.717 -1.350 -0.161
H 0.863 -1.334 0.763
*
```

Summary:
Calculated total energy (eV): -18719.560
ΔE to the lowest compared entry with this formula, charge and spin (eV): 0.006
Gap between HOMO and LUMO (alpha / beta) (eV): 6.3 / 6.3
Maximum force (eV/A): 4.79
LUMO level (alpha / beta) (eV): -2.62 / -2.62
Highest occupied orbital energy (alpha / beta) (eV): -8.9 / -8.9



[6]
This record from the Open Molecules 2025 dataset describes a 2-piece molecular cluster, C2H5NO overall. The level of theory is ωB97M-V/def2-TZVPD.

ORCA input file:
```
! wB97M-V def2-TZVPD RIJCOSX def2/J DEFGRID3
* xyz 0 1
O -0.769 -0.357 -0.008
N -2.173 -0.319 -0.016
C 1.762 0.444 0.047
C 2.427 -0.543 -0.010
H -2.464 0.087 0.876
H 1.080 1.191 -0.149
H 3.059 -1.391 -0.053
H -0.489 0.573 0.085
H -2.432 0.315 -0.772
*
```

Summary:
Calculated total energy (eV): -5688.038
ΔE to the lowest compared entry with this formula, charge and spin (eV): 5.191
Gap between HOMO and LUMO (eV): 10.8
Maximum force (eV/A): 1.43
LUMO level (eV): 0.80
SMILES string: C#C.NO
Highest occupied orbital energy (eV): -10.0



[7]
This record from the Open Molecules 2025 dataset describes C2H5NO as an isolated structure. The level of theory is ωB97M-V/def2-TZVPD.

ORCA input file:
```
! wB97M-V def2-TZVPD RIJCOSX def2/J DEFGRID3
* xyz 0 1
O 1.508 -1.148 0.625
N -0.036 0.003 -0.622
C -1.442 0.070 0.662
C 1.256 -0.300 -0.192
H 2.026 0.337 -0.669
H -0.818 -0.712 -0.580
H -0.773 -0.116 1.519
H -1.580 1.162 0.601
H -0.141 0.705 -1.344
*
```

Summary:
Calculated total energy (eV): -5688.503
ΔE to the lowest compared entry with this formula, charge and spin (eV): 4.727
Gap between HOMO and LUMO (eV): 9.3
Maximum force (eV/A): 0.77
LUMO level (eV): 0.62
Highest occupied orbital energy (eV): -8.7



[8]
This record from the Open Molecules 2025 dataset describes C2H5NO in the gas phase. The level of theory is ωB97M-V/def2-TZVPD.

ORCA input file:
```
! wB97M-V def2-TZVPD RIJCOSX def2/J DEFGRID3
* xyz 0 1
O -0.797 0.783 0.963
N 1.285 0.239 0.066
C -0.125 0.155 0.123
C -0.556 -0.944 -0.920
H -0.739 -1.971 -0.384
H -1.669 -0.717 -1.170
H 0.279 -1.250 -1.594
H 1.780 1.036 0.438
H 1.817 -0.307 -0.676
*
```

Summary:
Calculated total energy (eV): -5692.302
ΔE to the lowest compared entry with this formula, charge and spin (eV): 0.927
Gap between HOMO and LUMO (eV): 10.8
Maximum force (eV/A): 3.63
LUMO level (eV): 0.80
SMILES string: CC(N)=O
Highest occupied orbital energy (eV): -10.0



[9]
This record from the Open Molecules 2025 dataset describes a 2-piece molecular cluster, C2H5NO overall. The level of theory is ωB97M-V/def2-TZVPD.

ORCA input file:
```
! wB97M-V def2-TZVPD RIJCOSX def2/J DEFGRID3
* xyz 0 1
O 0.515 -0.798 0.315
N -3.100 0.733 -0.111
C -2.254 -0.037 -0.179
C 1.195 0.395 -0.032
H 1.699 0.179 -0.979
H -1.452 -0.730 -0.193
H 0.403 1.070 0.086
H 1.939 0.705 0.645
H 1.055 -1.518 0.447
*
```

Summary:
Calculated total energy (eV): -5691.073
ΔE to the lowest compared entry with this formula, charge and spin (eV): 2.156
Gap between HOMO and LUMO (eV): 11.8
Maximum force (eV/A): 3.13
LUMO level (eV): 0.64
SMILES string: C#N.CO
Highest occupied orbital energy (eV): -11.2



[10]
This record from the Open Molecules 2025 dataset describes a 2-piece molecular cluster, C2H5NO overall. The level of theory is ωB97M-V/def2-TZVPD.

ORCA input file:
```
! wB97M-V def2-TZVPD RIJCOSX def2/J DEFGRID3
* xyz 0 1
O -0.655 -1.492 0.054
N -0.029 1.408 1.320
C -0.602 0.928 0.338
C 0.342 -1.207 -0.638
H -0.049 0.619 -0.718
H 0.370 -1.382 -1.726
H 0.927 1.743 1.270
H -1.653 0.659 0.291
H 1.348 -1.276 -0.192
*
```

Summary:
Calculated total energy (eV): -5689.616
ΔE to the lowest compared entry with this formula, charge and spin (eV): 3.614
Gap between HOMO and LUMO (eV): 10.0
Maximum force (eV/A): 4.29
LUMO level (eV): 0.25
SMILES string: C=N.C=O
Highest occupied orbital energy (eV): -9.8



[11]
This record from the Open Molecules 2025 dataset describes a 2-piece molecular cluster, C2H5NO overall. The level of theory is ωB97M-V/def2-TZVPD.

ORCA input file:
```
! wB97M-V def2-TZVPD RIJCOSX def2/J DEFGRID3
* xyz 0 1
O 0.592 -1.055 -0.109
N -2.422 0.408 0.135
C 0.452 0.380 -0.229
C -3.441 0.546 0.685
H -0.391 0.651 0.522
H -4.215 0.833 1.406
H 1.387 0.928 0.012
H -0.308 -1.451 0.057
H 0.307 0.575 -1.223
*
```

Summary:
Calculated total energy (eV): -5690.665
ΔE to the lowest compared entry with this formula, charge and spin (eV): 2.565
Gap between HOMO and LUMO (eV): 10.7
Maximum force (eV/A): 3.95
LUMO level (eV): 0.82
SMILES string: C#N.CO
Highest occupied orbital energy (eV): -9.8



[12]
This record from the Open Molecules 2025 dataset describes a 2-piece molecular cluster, C2H5NO overall. The level of theory is ωB97M-V/def2-TZVPD.

ORCA input file:
```
! wB97M-V def2-TZVPD RIJCOSX def2/J DEFGRID3
* xyz 0 1
O 1.623 -1.007 0.110
N 1.020 0.028 0.108
C 1.132 1.292 0.008
C -1.481 -0.959 0.080
H -1.943 -0.411 -0.675
H -1.712 -0.548 1.023
H 2.086 1.531 -0.310
H 0.222 1.871 -0.119
H -0.947 -1.797 -0.226
*
```

Summary:
Calculated total energy (eV): -5687.034
ΔE to the lowest compared entry with this formula, charge and spin (eV): 6.196
Gap between HOMO and LUMO (alpha / beta) (eV): 9.6 / 8.6
Maximum force (eV/A): 2.47
LUMO level (alpha / beta) (eV): 0.36 / -0.12
Highest occupied orbital energy (alpha / beta) (eV): -9.2 / -8.7



[13]
This record from the Open Molecules 2025 dataset describes a 2-piece molecular cluster, C2H5NO2 overall. The level of theory is ωB97M-V/def2-TZVPD.

ORCA input file:
```
! wB97M-V def2-TZVPD RIJCOSX def2/J DEFGRID3
* xyz 0 1
O -1.690 -0.759 0.049
O -1.473 0.141 1.054
N 1.063 0.822 -0.057
C 0.234 1.348 0.619
C 1.156 -0.541 -0.618
H 2.104 -0.966 -0.261
H -2.649 -0.984 0.109
H -0.040 2.410 0.938
H 1.021 -0.458 -1.654
H 0.273 -1.013 -0.179
*
```

Summary:
Calculated total energy (eV): -7733.874
ΔE to the lowest compared entry with this formula, charge and spin (eV): 6.877
Gap between HOMO and LUMO (alpha / beta) (eV): 8.3 / 8.3
Maximum force (eV/A): 4.20
LUMO level (alpha / beta) (eV): 0.41 / 0.41
Highest occupied orbital energy (alpha / beta) (eV): -7.9 / -7.9



[14]
This record from the Open Molecules 2025 dataset describes C2H5NO2 in the gas phase. The level of theory is ωB97M-V/def2-TZVPD.

ORCA input file:
```
! wB97M-V def2-TZVPD RIJCOSX def2/J DEFGRID3
* xyz 0 1
O -0.799 -1.517 1.190
O -0.362 1.733 -0.743
N 0.509 -0.371 -0.131
C 0.053 0.979 0.277
C -0.065 -1.577 0.173
H 1.201 -0.335 -0.919
H -1.012 1.225 -1.471
H -0.853 0.748 0.984
H 0.924 1.605 0.897
H 0.402 -2.489 -0.256
*
```

Summary:
Calculated total energy (eV): -7738.666
ΔE to the lowest compared entry with this formula, charge and spin (eV): 2.086
Gap between HOMO and LUMO (eV): 10.3
Maximum force (eV/A): 5.73
LUMO level (eV): 0.63
SMILES string: O=CNCO
Highest occupied orbital energy (eV): -9.7



[15]
This record from the Open Molecules 2025 dataset describes C2H5NO2 in the gas phase. The level of theory is ωB97M-V/def2-TZVPD.

ORCA input file:
```
! wB97M-V def2-TZVPD RIJCOSX def2/J DEFGRID3
* xyz 0 1
O 2.222 0.556 0.732
O 0.379 -0.704 1.622
N -0.947 -0.616 -0.495
C 0.131 0.546 -0.501
C 1.104 0.214 0.781
H 0.924 0.524 -1.292
H -0.446 -0.887 0.871
H -1.074 -0.828 -1.478
H -2.010 -0.278 -0.137
H -0.282 1.475 -0.102
*
```

Summary:
Calculated total energy (eV): -7738.470
ΔE to the lowest compared entry with this formula, charge and spin (eV): 2.281
Gap between HOMO and LUMO (eV): 10.2
Maximum force (eV/A): 5.90
LUMO level (eV): 0.43
SMILES string: NCC(=O)O
Highest occupied orbital energy (eV): -9.8



[16]
This record from the Open Molecules 2025 dataset describes C2H5NO2 in the gas phase. The level of theory is ωB97M-V/def2-TZVPD.

ORCA input file:
```
! wB97M-V def2-TZVPD RIJCOSX def2/J DEFGRID3
* xyz 0 1
O -0.885 0.807 1.548
O 0.524 1.096 -1.487
N -0.902 -0.897 0.065
C -0.406 0.184 0.626
C 0.856 0.633 -0.211
H 1.575 -0.195 -0.248
H -0.715 -1.986 0.366
H -1.478 -1.491 1.013
H 0.155 0.371 -2.005
H 1.276 1.478 0.334
*
```

Summary:
Calculated total energy (eV): -7736.940
ΔE to the lowest compared entry with this formula, charge and spin (eV): 3.812
Gap between HOMO and LUMO (eV): 9.8
Maximum force (eV/A): 10.32
LUMO level (eV): 0.01
SMILES string: NC(=O)CO
Highest occupied orbital energy (eV): -9.8



[17]
This record from the Open Molecules 2025 dataset describes a 2-piece molecular cluster, C2H5NO2S overall. The level of theory is ωB97M-V/def2-TZVPD.

ORCA input file:
```
! wB97M-V def2-TZVPD RIJCOSX def2/J DEFGRID3
* xyz 0 1
S -0.373 -1.034 0.753
O 0.587 -1.753 -0.047
O -1.747 -1.321 -0.190
N 3.092 -0.413 -0.290
C -0.216 0.866 0.307
C 3.941 0.357 -0.101
H -0.244 0.951 -0.737
H -1.525 -1.750 -1.055
H 2.248 -0.966 -0.198
H -1.005 1.107 0.939
H 0.713 1.136 0.734
*
```

Summary:
Calculated total energy (eV): -18572.800
ΔE to the lowest compared entry with this formula, charge and spin (eV): 2.769
Gap between HOMO and LUMO (eV): 10.6
Maximum force (eV/A): 4.08
LUMO level (eV): 0.40
Highest occupied orbital energy (eV): -10.2



[18]
This record from the Open Molecules 2025 dataset describes C2H5NO2S in the gas phase. The level of theory is ωB97M-V/def2-TZVPD.

ORCA input file:
```
! wB97M-V def2-TZVPD RIJCOSX def2/J DEFGRID3
* xyz 0 1
S 1.869 0.043 -0.364
O -0.393 -1.409 0.396
O 2.266 0.501 0.948
N 1.432 -1.571 -0.303
C -0.603 -0.074 0.511
C 0.102 0.578 -0.684
H -0.394 0.096 -1.392
H -1.622 0.046 0.150
H 1.834 -2.297 0.259
H -0.378 0.200 1.518
H 0.158 1.630 -0.841
*
```

Summary:
Calculated total energy (eV): -18570.479
ΔE to the lowest compared entry with this formula, charge and spin (eV): 5.090
Gap between HOMO and LUMO (alpha / beta) (eV): 8.8 / 8.8
Maximum force (eV/A): 4.87
LUMO level (alpha / beta) (eV): -1.03 / -1.03
Highest occupied orbital energy (alpha / beta) (eV): -9.8 / -9.8



[19]
This record from the Open Molecules 2025 dataset describes a 2-piece molecular cluster, C2H5NO2S overall. The level of theory is ωB97M-V/def2-TZVPD.

ORCA input file:
```
! wB97M-V def2-TZVPD RIJCOSX def2/J DEFGRID3
* xyz 0 1
S -0.845 -1.394 0.715
O -1.586 0.896 -0.162
O 2.983 0.229 -0.427
N 0.991 0.018 -1.693
C 2.041 0.155 -1.104
C -1.277 0.380 1.085
H -2.072 0.346 1.759
H -0.491 0.679 1.780
H 0.340 -1.539 1.476
H -0.948 0.755 -0.857
H 0.864 -0.525 -2.573
*
```

Summary:
Calculated total energy (eV): -18574.372
ΔE to the lowest compared entry with this formula, charge and spin (eV): 1.197
Gap between HOMO and LUMO (eV): 9.4
Maximum force (eV/A): 3.15
LUMO level (eV): 0.45
SMILES string: N=C=O.OCS
Highest occupied orbital energy (eV): -9.0



[20]
This record from the Open Molecules 2025 dataset describes C2H5NO2S in the gas phase. The level of theory is ωB97M-V/def2-TZVPD.

ORCA input file:
```
! wB97M-V def2-TZVPD RIJCOSX def2/J DEFGRID3
* xyz 0 1
S -0.838 -1.039 -0.265
O 2.955 -0.243 -0.303
O 0.631 1.197 -0.109
N 1.679 -0.913 0.019
C 0.534 -0.038 -0.124
C -2.074 0.271 -0.053
H 2.702 0.590 -0.201
H -3.160 -0.128 0.369
H 1.509 -1.440 1.122
H -1.583 0.975 0.744
H -2.358 0.769 -1.198
*
```

Summary:
Calculated total energy (eV): -18571.720
ΔE to the lowest compared entry with this formula, charge and spin (eV): 3.850
Gap between HOMO and LUMO (eV): 10.1
Maximum force (eV/A): 6.97
LUMO level (eV): 0.39
SMILES string: CSC(=O)NO
Highest occupied orbital energy (eV): -9.7